[1]
{
  "formula": "C5H14N3",
  "method": "the ωB97M-V functional and the def2-TZVPD basis",
  "orbital_gap_ha": 0.3011,
  "charge": 1,
  "smiles": "C[C@@H](N)C/C(N)=C/[NH3+]",
  "total_energy_ev": -9873.4405,
  "max_force_ev_per_a": 4.41,
  "homo_ev": -12.12,
  "lumo_energy_ev": -3.922,
  "de_lowest_kcal_mol": 85.92,
  "symbols": ["C", "C", "N", "C", "C", "N", "C", "N", "H", "H", "H", "H", "H", "H", "H", "H", "H", "H", "H", "H", "H", "H"],
  "coordinates": [[-1.85321, -0.75064, -1.51722], [-0.44813, -1.36692, -1.11293], [0.64207, -0.87139, -1.94292], [-0.04617, -1.30865, 0.35017], [0.55300, -0.02679, 0.92471], [1.87569, -0.12324, 1.28960], [-0.18262, 1.10754, 1.33662], [0.45067, 2.41838, 1.50168], [-2.80469, -1.41682, -1.37495], [-1.89493, 0.19050, -0.91526], [-1.65458, -0.25532, -2.47400], [-0.64915, -2.45229, -1.37267], [0.65296, -1.25708, -2.85125], [0.82260, 0.14465, -1.72717], [0.50256, -2.07004, 0.81964], [-1.01032, -1.62660, 0.87462], [2.39798, -0.98661, 0.96518], [2.31336, 0.78540, 1.17911], [-1.23648, 1.19698, 1.37825], [-0.20835, 3.08150, 2.07872], [0.41778, 3.03180, 0.60688], [1.35995, 2.55565, 1.98319]]
}

***

[2]
{
  "formula": "C4H6FNO2",
  "method": "the ωB97M-V functional and the def2-TZVPD basis",
  "orbital_gap_ha": 0.3826,
  "charge": 0,
  "smiles": "CC(=O)/C(CF)=N/O",
  "total_energy_ev": -12545.6818,
  "max_force_ev_per_a": 2.30,
  "homo_ev": -10.17,
  "lumo_energy_ev": 0.244,
  "de_lowest_kcal_mol": 55.54,
  "symbols": ["C", "C", "O", "C", "C", "F", "N", "O", "H", "H", "H", "H", "H", "H"],
  "coordinates": [[-0.63984, -1.42680, -1.98163], [-1.06263, -0.56434, -0.86822], [-2.20817, -0.44063, -0.46145], [0.03483, 0.13954, -0.03825], [-0.42333, 0.77312, 1.22311], [0.60259, 0.78239, 2.16645], [1.21410, 0.01952, -0.52783], [2.23949, 0.59048, 0.11250], [0.24027, -0.99562, -2.45963], [-0.34940, -2.39549, -1.58104], [-1.47672, -1.56453, -2.66023], [-1.28458, 0.29192, 1.67990], [-0.66085, 1.81804, 1.03989], [1.90454, 0.93964, 0.95937]]
}

***

[3]
{
  "formula": "C11H14O3S",
  "method": "the ωB97M-V functional and the def2-TZVPD basis",
  "orbital_gap_ha": 0.2887,
  "charge": 0,
  "total_energy_ev": -28606.3858,
  "max_force_ev_per_a": 4.50,
  "homo_ev": -8.04,
  "lumo_energy_ev": -0.189,
  "de_lowest_kcal_mol": 72.85,
  "symbols": ["C", "C", "C", "C", "C", "C", "C", "C", "C", "C", "C", "O", "O", "O", "S", "H", "H", "H", "H", "H", "H", "H", "H", "H", "H", "H", "H", "H", "H"],
  "coordinates": [[-0.70787, -0.41211, -0.33658], [-1.99613, 1.57692, 0.17999], [-1.97269, 0.19843, -0.01606], [0.40469, 0.23458, -0.00663], [2.12527, -2.06318, 0.09417], [-3.33300, -0.50249, -0.17842], [-0.74678, 2.40676, 0.09614], [2.76745, 0.60884, 0.41267], [0.51249, 1.57856, 0.59134], [1.87667, 1.93948, 0.06779], [-3.28060, -2.01383, -0.40687], [-4.36961, 0.08558, 0.12292], [3.53641, -2.41755, 0.24786], [1.88570, 1.77936, -1.34179], [1.86531, -0.28452, -0.82064], [-0.60013, -1.38248, -0.86021], [-2.79841, 2.16728, 0.39421], [1.74273, -1.92967, 1.16361], [1.51075, -2.68871, -0.46821], [-0.83636, 2.72803, -0.93285], [-0.87546, 3.24535, 0.69504], [3.80728, 0.60487, 0.10962], [2.70439, 0.20135, 1.42864], [0.37676, 1.58160, 1.62078], [2.49694, 2.85865, 0.38742], [-2.29323, -2.37253, -0.23151], [-3.48313, -2.13552, -1.52102], [-4.05628, -2.63259, 0.05367], [3.73685, -2.96046, -0.54506]]
}

***

[4]
{
  "formula": "C2H6N2O",
  "method": "the ωB97M-V functional and the def2-TZVPD basis",
  "orbital_gap_ha": [0.2913, 0.2912],
  "charge": 0,
  "total_energy_ev": -7194.4439,
  "max_force_ev_per_a": 9.03,
  "homo_ev": [-8.05, -8.05],
  "lumo_energy_ev": [-0.122, -0.123],
  "de_lowest_kcal_mol": 123.23,
  "symbols": ["C", "N", "C", "O", "N", "H", "H", "H", "H", "H", "H"],
  "coordinates": [[1.30875, -0.31918, 0.83267], [-0.08157, 0.07284, 0.85858], [-1.05942, 0.19500, -0.73285], [-0.61427, 1.35201, -0.84651], [-1.54432, -0.77506, -1.28824], [-0.19103, 0.93936, 1.38336], [-1.48818, -1.68038, -0.83828], [-1.39301, 1.52852, -1.89793], [1.97716, 0.47739, 0.48266], [1.45210, -1.19817, 0.19906], [1.63378, -0.59230, 1.84746]]
}

***

[5]
{
  "formula": "C33H54B2IN2O12PS3",
  "method": "the ωB97M-V functional and the def2-TZVPD basis",
  "orbital_gap_ha": 0.3144,
  "charge": 0,
  "total_energy_ev": -113889.2682,
  "max_force_ev_per_a": 5.99,
  "homo_ev": -9.00,
  "lumo_energy_ev": -0.447,
  "symbols": ["C", "C", "B", "O", "C", "C", "B", "O", "O", "C", "C", "C", "N", "C", "I", "C", "C", "C", "C", "C", "C", "C", "C", "C", "O", "C", "C", "O", "O", "N", "O", "S", "O", "O", "O", "C", "P", "S", "S", "C", "O", "O", "H", "H", "H", "H", "H", "H", "H", "H", "H", "H", "H", "H", "H", "H", "H", "H", "H", "H", "H", "H", "H", "H", "H", "H", "H", "H", "H", "H", "H", "H", "H", "H", "H", "H", "H", "H", "H", "H", "H", "H", "H", "H", "C", "C", "C", "C", "C", "C", "H", "H", "H", "H", "H", "H", "C", "C", "C", "C", "C", "C", "H", "H", "H", "H", "H", "H"],
  "coordinates": [[-4.46592, -0.18229, 2.79595], [-4.09805, 0.39134, 1.40378], [-3.14463, -0.44569, 0.43515], [-3.51047, -1.79496, 0.56564], [-1.92017, -0.00294, -0.57863], [-1.94000, -0.82071, -1.90392], [-2.51740, -2.29838, -2.02389], [-2.19926, -3.37720, -1.20172], [-3.40893, -2.66872, -3.05203], [-0.54955, -0.12535, 0.30171], [-0.61371, -1.41410, 1.21885], [-1.08451, -1.40430, 2.68788], [-1.06886, -2.84989, 3.11438], [0.77343, -0.52012, -0.50506], [1.01252, -2.57700, -1.31665], [1.33631, 0.34404, -1.65255], [2.90430, 0.16848, -1.71191], [-0.15693, 1.16804, 1.12176], [1.38540, 1.47461, 1.35102], [2.03341, 0.56873, 2.45928], [3.51671, 0.15545, 2.09763], [3.62482, -1.40259, 1.91577], [4.19246, -2.14128, 3.16313], [3.49960, -3.47778, 3.53114], [2.78559, -4.08307, 2.44241], [2.26524, -5.30103, 2.75562], [0.83065, -5.67139, 2.35146], [2.89257, -6.12799, 3.30263], [-0.51028, 1.25169, 2.50247], [-1.80115, 1.54980, 2.86818], [-1.80272, 2.07732, 3.90566], [-0.68315, 2.78794, 0.39306], [-0.79151, 3.78209, 1.40994], [0.26562, 3.30207, -0.55525], [-2.17855, 2.49182, -0.10167], [-2.29836, 1.44891, -1.11497], [-4.21144, 1.70353, -1.43026], [-5.21328, 0.27392, -2.23478], [-1.74713, 2.23263, -2.70599], [-0.17680, 2.21775, -3.53619], [-2.66036, 1.90444, -3.79291], [-1.98901, 3.65250, -2.48581], [-5.50002, 0.11653, 3.03521], [-4.42012, -1.27224, 2.92421], [-3.85873, 0.26538, 3.60086], [-3.87848, 1.46066, 1.53186], [-5.06940, 0.39786, 0.85917], [-3.16317, -2.20225, 1.37116], [-0.97989, -0.80902, -2.45819], [-2.58829, -0.33304, -2.66394], [-2.13942, -4.18234, -1.73555], [-4.23055, -2.89614, -2.58662], [0.39644, -1.82682, 1.39843], [-1.12760, -2.25063, 0.71838], [-2.10177, -1.05666, 2.92478], [-0.41563, -0.90373, 3.40725], [-1.42587, -2.84907, 4.06900], [-0.07656, -3.07866, 3.19438], [1.60863, -0.63864, 0.19447], [1.00945, -0.00705, -2.63360], [1.21780, 1.40928, -1.43155], [3.25223, 1.01803, -2.33207], [3.37585, 0.30423, -0.73113], [3.21078, -0.73454, -2.24825], [1.99352, 1.59041, 0.45391], [1.36975, 2.47464, 1.82104], [1.97766, 1.03195, 3.45047], [1.47249, -0.37393, 2.49435], [3.88684, 0.69333, 1.21760], [4.11937, 0.41865, 2.98125], [4.37124, -1.52538, 1.10749], [2.70061, -1.85577, 1.53070], [4.08651, -1.46935, 4.02991], [5.25753, -2.33415, 2.98455], [4.29140, -4.17446, 3.85128], [2.85329, -3.33300, 4.41490], [0.57612, -5.33771, 1.33461], [0.77533, -6.76775, 2.34006], [0.09657, -5.33613, 3.09591], [-4.81147, 2.17613, -0.23340], [-4.39631, 2.86249, -2.22620], [0.03769, 1.22186, -3.95026], [-0.32063, 2.83986, -4.43478], [0.68627, 2.66447, -3.03253], [6.38861, -3.53905, -1.73181], [7.60062, -3.40813, -2.39646], [7.63199, -2.91395, -3.69372], [6.45173, -2.54174, -4.32342], [5.24019, -2.66937, -3.65743], [5.20784, -3.17172, -2.36338], [6.36376, -3.92777, -0.72089], [8.52204, -3.69240, -1.90310], [8.57685, -2.81805, -4.21420], [6.47666, -2.15207, -5.33369], [4.31896, -2.37756, -4.14840], [4.26131, -3.27605, -1.84604], [-3.80883, 6.14671, -1.56940], [-4.81174, 5.83384, -0.66070], [-5.81098, 6.75649, -0.37939], [-5.81324, 7.99096, -1.01444], [-4.81319, 8.30390, -1.92573], [-3.80944, 7.38412, -2.19990], [-3.02906, 5.42659, -1.78491], [-4.81364, 4.86744, -0.16880], [-6.58873, 6.51330, 0.33457], [-6.59481, 8.70934, -0.79898], [-4.81600, 9.26677, -2.42240], [-3.02689, 7.63078, -2.90681]]
}

***

[6]
{
  "formula": "C7H8I2",
  "method": "the ωB97M-V functional and the def2-TZVPD basis",
  "spin_multiplicity": 3,
  "orbital_gap_ha": [0.2209, 0.2372],
  "charge": 0,
  "total_energy_ev": -23585.4413,
  "max_force_ev_per_a": 7.17,
  "homo_ev": [-5.59, -9.10],
  "lumo_energy_ev": [0.424, -2.640],
  "s2": 2.030,
  "symbols": ["C", "C", "C", "C", "C", "C", "C", "I", "I", "H", "H", "H", "H", "H", "H", "H", "H"],
  "coordinates": [[0.62025, -2.00387, -0.48377], [-0.52991, -1.31482, -0.41454], [1.96371, -1.47753, -0.34740], [-0.62989, 0.11409, -0.29736], [2.31553, -0.47451, 0.45037], [-1.67276, 0.83191, 0.12552], [-1.66636, 2.31746, 0.24195], [4.29342, 0.22465, 0.60881], [-3.44315, -0.10780, 0.83979], [0.57216, -3.06865, -0.66599], [-1.46258, -1.85939, -0.47679], [2.72838, -1.99052, -0.91655], [0.24870, 0.67078, -0.60605], [1.63351, 0.03770, 1.10534], [-0.97485, 2.74768, -0.48140], [-1.34181, 2.61202, 1.24427], [-2.65436, 2.74078, 0.07381]]
}

***

[7]
{
  "formula": "C3H8N2S",
  "method": "the ωB97M-V functional and the def2-TZVPD basis",
  "spin_multiplicity": 3,
  "orbital_gap_ha": [0.2792, 0.2639],
  "charge": 0,
  "total_energy_ev": -17050.9966,
  "max_force_ev_per_a": 4.17,
  "homo_ev": [-6.61, -9.00],
  "lumo_energy_ev": [0.993, -1.820],
  "s2": 2.006,
  "de_lowest_kcal_mol": 24.70,
  "symbols": ["C", "C", "C", "N", "N", "S", "H", "H", "H", "H", "H", "H", "H", "H"],
  "coordinates": [[2.14523, 1.57600, -0.36962], [-0.50867, -1.55835, -0.06752], [-2.62997, -0.56379, 0.25786], [2.53813, 1.50998, 0.81042], [-1.37880, -0.39808, -0.21691], [-0.84113, 0.90043, -0.98650], [1.19069, 1.18443, -0.58993], [2.82714, 2.03218, -1.04605], [0.08500, -1.55735, -0.91365], [0.22540, -1.39764, 0.63072], [-1.03282, -2.42270, 0.25541], [-3.24810, 0.31328, 0.45103], [3.50572, 1.83002, 0.89986], [-2.87781, -1.44842, 0.88487]]
}

***

[8]
{
  "formula": "C5H8FI",
  "method": "the ωB97M-V functional and the def2-TZVPD basis",
  "orbital_gap_ha": [0.3273, 0.2677],
  "charge": 0,
  "total_energy_ev": -16128.3236,
  "max_force_ev_per_a": 4.18,
  "homo_ev": [-8.65, -8.11],
  "lumo_energy_ev": [0.254, -0.824],
  "de_lowest_kcal_mol": 74.35,
  "symbols": ["C", "C", "C", "C", "C", "F", "I", "H", "H", "H", "H", "H", "H", "H", "H"],
  "coordinates": [[0.94405, -0.11406, -0.78800], [2.09415, -0.82533, 0.15775], [0.36822, 1.25034, -0.27548], [-0.13846, -1.09135, -1.07940], [-0.37640, 1.48701, 0.96185], [1.11772, 2.41703, -0.55956], [4.03157, 0.09125, 0.07508], [1.62179, 0.04586, -1.70272], [1.77915, -0.91315, 1.22144], [0.31923, -1.74998, -1.84266], [-1.04209, -0.58227, -1.42952], [-0.47638, -1.78306, -0.26230], [-0.33608, 0.63068, 1.68242], [-1.59004, 1.66560, 0.69538], [-0.10911, 2.30899, 1.61059]]
}

***

[9]
{
  "formula": "C3H8N2O2S",
  "method": "the ωB97M-V functional and the def2-TZVPD basis",
  "orbital_gap_ha": 0.3651,
  "charge": 0,
  "total_energy_ev": -21147.4587,
  "max_force_ev_per_a": 4.32,
  "homo_ev": -9.24,
  "lumo_energy_ev": 0.692,
  "de_lowest_kcal_mol": 78.11,
  "symbols": ["C", "C", "C", "N", "N", "O", "O", "S", "H", "H", "H", "H", "H", "H", "H", "H"],
  "coordinates": [[0.04030, -1.12573, 0.33384], [-0.98208, -1.24866, 1.37363], [-1.35627, -2.28299, 2.07474], [0.85372, 1.93113, -2.59215], [1.34376, 1.71382, -1.32007], [-0.19704, 0.00296, -0.48624], [0.95067, 1.63787, 1.09541], [0.17064, 1.59368, -0.09417], [1.10553, -0.92989, 0.62077], [0.21242, -1.78191, -0.57133], [-1.53639, -0.24556, 1.43285], [-2.18822, -2.33404, 2.70448], [-0.78331, -3.20432, 2.02234], [0.28573, 1.06341, -2.82651], [0.13922, 2.74333, -2.65616], [1.94131, 2.46690, -1.11145]]
}

***

[10]
{
  "formula": "C8H13BN5O2",
  "method": "the ωB97M-V functional and the def2-TZVPD basis",
  "orbital_gap_ha": 0.2857,
  "charge": 1,
  "total_energy_ev": -20719.2868,
  "max_force_ev_per_a": 7.44,
  "homo_ev": -12.05,
  "lumo_energy_ev": -4.274,
  "de_lowest_kcal_mol": 109.06,
  "symbols": ["N", "C", "N", "C", "N", "C", "B", "O", "O", "N", "H", "H", "H", "H", "H", "H", "H", "H", "N", "C", "C", "C", "C", "C", "H", "H", "H", "H", "H"],
  "coordinates": [[4.38926, -1.38087, 2.93169], [3.55070, -0.56315, 2.21478], [3.80313, 0.52926, 1.19904], [2.35392, 0.93241, 0.85478], [1.38119, 0.05623, 1.67143], [-0.11067, 0.24337, 1.51426], [-1.03856, -0.96260, 2.13704], [-1.06465, -2.25620, 1.37453], [-1.76325, -0.75617, 3.42038], [2.08468, -0.80667, 2.49636], [5.38940, -1.51270, 2.66306], [3.97195, -1.91388, 3.75326], [2.03360, 1.79024, 0.08835], [-0.32768, 0.26157, 0.34409], [-0.37272, 1.31807, 1.90420], [-0.07879, -2.50413, 1.30828], [-1.03319, -0.89907, 4.12132], [1.72743, -1.50066, 3.18854], [-1.51555, 1.05360, -1.95901], [-0.91591, 1.40570, -3.11738], [-1.51745, 1.29609, -4.36087], [-2.81187, 0.79107, -4.42360], [-3.45512, 0.41798, -3.24795], [-2.77267, 0.56826, -2.05146], [0.09452, 1.79108, -3.01646], [-0.98937, 1.59672, -5.25865], [-3.31541, 0.68925, -5.38054], [-4.46362, 0.02052, -3.26315], [-3.23331, 0.29466, -1.10634]]
}

***

[11]
{
  "formula": "C2H3ClO2S",
  "method": "the ωB97M-V functional and the def2-TZVPD basis",
  "orbital_gap_ha": 0.3656,
  "charge": 0,
  "total_energy_ev": -29570.9530,
  "max_force_ev_per_a": 6.70,
  "homo_ev": -10.15,
  "lumo_energy_ev": -0.199,
  "de_lowest_kcal_mol": 86.74,
  "symbols": ["C", "C", "O", "O", "S", "Cl", "H", "H", "H"],
  "coordinates": [[-0.71197, -0.05644, -0.49018], [0.02233, 0.73590, 0.56429], [0.60762, -1.97477, 0.83461], [1.91478, -0.62802, -0.80194], [0.70735, -0.85455, -0.05126], [0.89166, 2.18920, 0.08852], [-2.03061, -0.64927, -0.21159], [-0.96865, 0.18353, -1.51263], [-0.43252, 1.05443, 1.58017]]
}

***

[12]
{
  "formula": "C4H8NS",
  "method": "the ωB97M-V functional and the def2-TZVPD basis",
  "orbital_gap_ha": [0.3052, 0.3052],
  "charge": 1,
  "smiles": "C[N+]1=CCCS1",
  "total_energy_ev": -16594.2680,
  "max_force_ev_per_a": 8.64,
  "homo_ev": [-13.55, -13.55],
  "lumo_energy_ev": [-5.247, -5.246],
  "de_lowest_kcal_mol": 26.26,
  "symbols": ["C", "N", "C", "C", "C", "S", "H", "H", "H", "H", "H", "H", "H", "H"],
  "coordinates": [[-2.20115, 0.03719, -0.01447], [-0.84216, 0.17461, -0.05760], [0.01106, -0.92610, -0.03554], [1.42471, -0.57664, 0.08002], [1.67165, 0.94196, -0.17412], [-0.05674, 1.65638, -0.26184], [-2.65838, 1.10024, 0.02492], [-2.36773, -0.57401, 0.88726], [-2.61976, -0.62457, -0.87709], [-0.34013, -1.86673, 0.18935], [1.72885, -0.93760, 1.09098], [1.90591, -1.27491, -0.59011], [2.13800, 1.49847, 0.68212], [2.20588, 1.37173, -0.94390]]
}